Record 1
{
  "formula": "C31H39As2F6P2STeTi",
  "method": "wB97M-V/def2-TZVPD",
  "charge": 2,
  "homo_ev": [-12.75, -13.58],
  "s2": 3.76,
  "homo_lumo_gap_ev": [6.851, 6.310],
  "fmax_ha_per_bohr": 0.0253,
  "multiplicity": 4,
  "lumo_ev": [-5.8958, -7.2700],
  "species": ["Te", "As", "As", "Ti", "S", "P", "P", "F", "F", "F", "F", "F", "F", "C", "C", "C", "C", "C", "C", "C", "C", "C", "C", "C", "C", "C", "C", "C", "C", "C", "C", "C", "C", "C", "C", "C", "C", "C", "C", "C", "C", "C", "C", "C", "H", "H", "H", "H", "H", "H", "H", "H", "H", "H", "H", "H", "H", "H", "H", "H", "H", "H", "H", "H", "H", "H", "H", "H", "H", "H", "H", "H", "H", "H", "H", "H", "H", "H", "H", "H", "H", "H", "H"],
  "positions_angstrom": [[-4.155, -0.523, -0.134], [2.232, 3.837, -1.673], [-2.508, 3.068, -1.492], [-0.411, 1.084, -0.521], [1.121, 2.134, -2.295], [-1.678, -1.002, 0.518], [0.960, -0.840, -1.489], [-0.972, 3.171, -0.494], [-3.946, 2.712, -2.302], [-1.942, 1.356, -1.909], [-3.128, 2.325, -0.074], [-1.685, 3.630, -2.840], [-2.956, 4.599, -0.959], [-1.420, -2.550, 1.463], [3.000, -0.478, 2.625], [-5.148, -0.509, 1.724], [-0.239, -2.623, 2.203], [2.717, -1.735, 0.585], [1.276, 5.167, -0.678], [2.178, 0.530, 2.135], [3.066, -2.129, -4.771], [2.054, -1.951, -3.835], [3.751, 3.358, -0.606], [2.251, -1.117, -2.738], [-2.294, -0.470, 3.328], [2.898, 4.716, -3.229], [4.472, -0.619, -3.542], [-0.029, -2.391, -1.412], [-1.469, 2.197, 3.238], [-1.492, -2.004, -1.248], [1.875, -0.746, 0.089], [-1.805, 0.067, 2.140], [3.279, -1.598, 1.847], [-0.782, -4.875, 2.852], [1.628, 0.390, 0.870], [4.275, -1.469, -4.624], [0.082, -3.788, 2.885], [-2.280, -3.641, 1.430], [-1.375, 1.385, 2.122], [-5.010, -2.338, -0.810], [-2.382, 0.335, 4.458], [-1.979, 1.665, 4.413], [-1.967, -4.797, 2.133], [3.465, -0.439, -2.608], [-0.965, 1.826, 1.235], [0.421, -1.765, 2.266], [3.438, -0.382, 3.611], [5.414, -0.096, -3.429], [-1.148, 3.229, 3.193], [4.554, 3.034, -1.262], [-4.502, -2.641, -1.720], [3.939, -2.368, 2.229], [-3.197, -3.599, 0.867], [2.936, -2.610, -0.018], [0.345, 5.395, -1.186], [-2.766, -0.085, 5.380], [0.101, -2.948, -2.340], [3.412, 3.991, -3.851], [-6.213, -0.457, 1.504], [3.625, 0.221, -1.766], [-4.827, 0.379, 2.259], [-2.647, -5.639, 2.114], [2.903, -2.785, -5.617], [-2.147, -2.867, -1.143], [-4.995, -3.121, -0.063], [3.580, 5.507, -2.923], [2.056, 5.135, -3.771], [-0.535, -5.781, 3.391], [0.308, -3.035, -0.601], [1.072, 4.806, 0.325], [-4.903, -1.415, 2.269], [1.906, 6.055, -0.633], [5.065, -1.616, -5.351], [-2.060, 2.286, 5.296], [1.133, 1.277, 0.446], [1.978, 1.411, 2.730], [-6.038, -2.067, -1.046], [-1.834, -1.339, -2.041], [1.004, -3.843, 3.451], [-2.604, -1.505, 3.388], [4.072, 4.228, -0.035], [3.477, 2.550, 0.066], [1.112, -2.459, -3.996]],
  "mulliken_charge": [0.40, 0.88, 2.12, -0.79, -0.42, 1.92, 1.29, -0.49, -0.44, -0.40, -0.43, -0.44, -0.45, 0.95, -0.79, -1.04, 0.05, -0.37, -1.19, -1.01, -0.82, -0.50, -0.86, 0.72, -1.03, -1.13, -0.83, -1.12, -1.20, -1.59, 0.19, 1.39, -0.92, -0.84, -0.04, -0.54, -0.78, -0.56, -0.79, -1.11, -0.73, -0.90, -0.63, -0.53, 0.72, 0.41, 0.47, 0.46, 0.58, 0.37, 0.41, 0.51, 0.09, 0.55, 0.32, 0.49, 0.69, 0.38, 0.47, 0.38, 0.32, 0.46, 0.43, 0.66, 0.39, 0.43, 0.39, 0.40, 0.37, 0.35, 0.36, 0.51, 0.43, 0.45, 1.04, 0.55, 0.40, 0.61, 0.51, 0.58, 0.47, 0.08, 0.34]
}

Record 2
{
  "formula": "H28HeO14",
  "method": "wB97M-V/def2-TZVPD",
  "charge": 0,
  "homo_ev": -10.53,
  "homo_lumo_gap_ev": 10.428,
  "fmax_ha_per_bohr": 0.0243,
  "multiplicity": 1,
  "lumo_ev": -0.0978,
  "species": ["O", "O", "O", "O", "O", "O", "O", "O", "O", "O", "O", "O", "O", "O", "He", "H", "H", "H", "H", "H", "H", "H", "H", "H", "H", "H", "H", "H", "H", "H", "H", "H", "H", "H", "H", "H", "H", "H", "H", "H", "H", "H", "H"],
  "positions_angstrom": [[-0.905, 1.430, 2.550], [1.207, 2.935, 1.259], [0.078, -1.145, -3.341], [0.306, -3.060, 1.178], [0.741, -3.136, -1.598], [-2.276, 2.053, -2.630], [1.171, 0.017, 4.256], [2.458, -1.230, 1.800], [-1.950, -2.143, -1.643], [2.834, -0.471, -2.374], [-1.660, -1.027, 1.633], [-0.192, 4.496, -0.529], [2.612, 0.930, -0.159], [-3.347, 0.021, -0.702], [-0.041, 0.583, 0.173], [-1.105, 4.239, -0.398], [-0.214, -3.202, -1.615], [-1.957, -2.709, -0.870], [3.537, 0.760, 0.015], [0.306, 3.910, 0.041], [-1.109, 0.540, 2.262], [2.215, -0.551, -3.100], [0.931, -2.304, -2.033], [1.671, 0.553, 4.872], [-2.313, 2.999, -2.777], [-0.405, -0.591, -3.954], [2.484, -0.709, 0.997], [-4.190, -0.098, -1.141], [0.332, 2.601, 1.456], [3.671, -0.758, -2.740], [-0.584, -1.449, -2.720], [-2.359, -1.330, -1.349], [-2.750, 1.920, -1.809], [-1.679, -1.245, 2.565], [-1.056, -1.662, 1.250], [2.485, 0.660, -1.069], [0.575, 0.633, 3.831], [1.580, 2.290, 0.658], [-1.632, 1.668, 3.126], [1.032, -2.584, 1.581], [0.632, -3.304, 0.311], [2.430, -0.584, 2.505], [-3.565, 0.056, 0.229]],
  "nbo_charge": [-0.99, -0.97, -1.00, -1.01, -0.96, -0.95, -0.97, -0.98, -0.99, -0.97, -0.99, -0.96, -0.98, -0.95, 0.00, 0.45, 0.47, 0.48, 0.48, 0.49, 0.50, 0.50, 0.49, 0.47, 0.47, 0.49, 0.49, 0.48, 0.48, 0.48, 0.50, 0.51, 0.48, 0.48, 0.52, 0.51, 0.49, 0.50, 0.47, 0.51, 0.50, 0.49, 0.50]
}